102
Properties=species:S:1:pos:R:3 method="wB97M-V/def2-TZVPD" multiplicity=1 gap_ev=6.958 total_charge=+1
Rh -0.842 -0.164 0.030
P -1.351 1.949 -0.995
P -0.997 -2.268 -0.897
Si 1.304 -0.028 -0.795
N -0.459 -0.168 2.015
C -0.026 -0.186 3.099
C -2.319 4.139 0.697
C -2.165 -1.798 -3.309
C -1.250 -4.911 0.006
C -1.961 -5.518 2.361
C -2.372 -2.606 -2.032
C 1.830 -3.816 -3.415
C 0.692 -3.674 -2.638
C 1.770 4.430 -1.973
C -4.658 -1.531 -3.593
C -4.551 3.733 1.820
C -3.926 2.369 2.166
C -2.578 3.872 -2.721
C 0.296 2.610 -1.363
C 0.518 3.973 -1.596
C -4.883 -2.396 -2.359
C 1.424 -1.476 -1.930
C -2.022 2.622 0.558
C -2.396 2.371 -2.432
C -3.723 -2.260 -1.374
C -3.821 4.423 0.657
C -1.059 -5.872 1.184
C -3.806 2.935 -4.753
C -1.884 1.691 -3.722
C 2.772 -2.793 -3.460
C 0.492 -2.510 -1.889
C 2.666 -0.174 0.401
C -3.754 4.052 -3.699
C -3.346 -1.909 -4.270
C 2.818 3.532 -2.128
C 1.357 1.701 -1.471
C 2.615 2.189 -1.859
C 2.573 -1.639 -2.719
C -2.407 2.386 -4.990
C -1.947 -3.113 1.629
C -0.988 -3.472 0.470
C -1.741 -4.073 2.801
C -3.256 1.767 0.934
B 0.529 -0.189 4.554
H -1.790 4.734 -0.043
H -0.724 -3.953 3.189
H -0.107 -1.037 5.151
H 2.583 -1.079 1.007
H -0.043 -4.470 -2.637
H -0.283 4.690 -1.484
H -1.804 -2.089 1.959
H -3.683 -1.223 -1.013
H -5.601 3.603 1.556
H -2.420 -3.807 3.611
H -1.925 4.461 1.662
H -4.682 1.688 2.555
H -2.277 -4.987 -0.367
H 0.347 0.937 4.987
H -2.215 0.664 -3.731
H 3.590 -0.241 -0.186
H -4.691 4.085 -3.137
H -1.659 4.259 -3.167
H 2.729 0.686 1.071
H -1.232 2.369 1.273
H -2.980 -3.204 1.284
H -3.899 -2.893 -0.506
H -1.243 -2.099 -3.809
H -3.415 -2.939 -4.640
H -0.013 -5.824 1.506
H -5.816 -2.132 -1.859
H -4.973 -3.444 -2.665
H -3.173 2.476 2.951
H -3.974 1.741 0.106
H -4.626 -0.474 -3.295
H 1.983 -4.722 -3.986
H -2.957 0.732 1.130
H -2.032 -0.766 -3.007
H -4.239 4.086 -0.296
H 1.706 -0.475 4.448
H -3.160 -1.276 -5.141
H 3.660 -2.897 -4.071
H 0.038 -3.398 0.851
H -4.457 2.121 -4.415
H -1.774 -6.200 3.191
H -2.770 4.450 -1.824
H 3.458 1.511 -1.946
H -4.530 4.376 2.702
H -3.984 5.500 0.698
H -5.491 -1.638 -4.290
H 3.796 3.881 -2.435
H -3.650 5.022 -4.189
H -3.009 -5.652 2.069
H -0.789 1.680 -3.733
H 3.319 -0.852 -2.768
H -2.335 -3.678 -2.260
H -4.241 3.311 -5.678
H -1.240 -6.894 0.846
H -0.580 -5.203 -0.802
H -1.739 3.201 -5.280
H 1.928 5.488 -2.143
H -2.399 1.674 -5.817
H -3.377 1.955 -2.170